# 1
# C3H4N2O

One molecule with the formula C3H4N2O at a distorted geometry (ωB97M-V with the def2-TZVPD basis set, the Open Molecules 2025 dataset).

Energy above the lowest of the compared OMol25 structures with the same formula, charge and spin in kJ/mol: 261.85
Orbital gap (alpha / beta) in eV: 7.59 / 7.59
E_LUMO (alpha / beta) in eV: 0.6069 / 0.6069

Structure (ORCA input):
```
! wB97M-V def2-TZVPD RIJCOSX def2/J DEFGRID3
* xyz 0 1
H 0.7837 -1.6800 -0.7496
N 0.5886 -0.7928 -0.3166
O 0.7979 0.8900 0.9986
C 1.3595 -0.1831 0.5651
C -0.6677 -0.1288 -0.4111
N -1.6773 -0.6333 -1.0355
H -2.3860 0.0623 -0.7794
C -0.4475 0.9992 0.3954
H -0.8990 1.9658 0.4864
H 2.3064 -0.5266 0.9353
*
```

Here are the Löwdin charges for atoms 1 to 8, given in e: H 0.1646; N 0.1655; O 0.0467; C -0.1530; C -0.4942; N 0.0394; H 0.0278; C -0.0519


# 2
# C3H4N2O

One molecule with the formula C3H4N2O at a distorted geometry (ωB97M-V with the def2-TZVPD basis set, the Open Molecules 2025 dataset).

Energy above the lowest of the compared OMol25 structures with the same formula, charge and spin in kJ/mol: 127.26
Orbital gap in eV: 9.58
E_LUMO in eV: 0.8983
Structure (SMILES): Oc1c[nH]cn1

Structure (ORCA input):
```
! wB97M-V def2-TZVPD RIJCOSX def2/J DEFGRID3
* xyz 0 1
H 2.4988 0.5648 0.1549
H -1.2675 1.9290 0.2439
C -0.1432 -1.1692 -0.1763
O 2.3039 -0.3805 -0.0392
H -0.3306 -2.2158 -0.3972
C -0.7809 0.9708 0.1500
N 0.5139 0.9667 0.1148
N -1.3463 -0.2384 0.0249
H -2.3882 -0.2325 -0.0058
C 0.9403 -0.3174 -0.0617
*
```

Here are the Löwdin charges for atoms 1 to 8, given in e: H 0.1130; H 0.1197; C 0.0278; O 0.0418; H 0.0903; C -0.2544; N 0.0739; N 0.0490


# 3
# C3H4N2O

One molecule with the formula C3H4N2O at a distorted geometry (ωB97M-V with the def2-TZVPD basis set, the Open Molecules 2025 dataset).

Energy above the lowest of the compared OMol25 structures with the same formula, charge and spin in kJ/mol: 418.91
Orbital gap in eV: 9.74
E_LUMO in eV: 0.5542
Structure (SMILES): On1cccn1

Structure (ORCA input):
```
! wB97M-V def2-TZVPD RIJCOSX def2/J DEFGRID3
* xyz 0 1
N 0.2169 -1.2378 -0.1979
O 2.2353 -0.3477 -0.0202
H 0.3281 1.9815 -0.0520
H -1.7834 -1.8883 0.1656
H -2.2761 0.9516 0.3602
N 0.9332 -0.1487 -0.1616
C 0.0097 0.8769 -0.1993
C -1.0919 -1.0226 -0.0360
C -1.3252 0.3846 -0.1181
H 2.7534 0.4506 0.2594
*
```

Here are the Löwdin charges for atoms 1 to 8, given in e: N 0.0327; O 0.0682; H 0.1291; H 0.1136; H 0.1372; N -0.2533; C -0.0994; C -0.1757


# 4
# C3H4N2O

One molecule with the formula C3H4N2O at a distorted geometry (ωB97M-V with the def2-TZVPD basis set, the Open Molecules 2025 dataset).

Energy above the lowest of the compared OMol25 structures with the same formula, charge and spin in kJ/mol: 311.92
Orbital gap in eV: 10.98
E_LUMO in eV: 0.8202
Structure (SMILES): N#C[C@@]1(N)CO1

Structure (ORCA input):
```
! wB97M-V def2-TZVPD RIJCOSX def2/J DEFGRID3
* xyz 0 1
H 0.2559 -1.1335 1.6198
H -1.2274 1.8168 0.3650
N 2.3887 -1.0066 -0.3395
C -0.5660 1.3114 -0.2873
H -0.9212 -1.7887 0.5112
C 1.3859 -0.4547 -0.4004
O -0.9410 0.2517 -1.2566
C 0.0321 0.0166 -0.2313
N -0.5172 -0.9471 0.9321
H 0.1101 1.9342 -0.9130
*
```

Here are the Löwdin charges for atoms 1 to 8, given in e: H 0.0882; H 0.1120; N 0.1691; C -0.0336; H 0.0725; C -0.1449; O 0.0073; C -0.4752


# 5
# C3H4N2O

One molecule with the formula C3H4N2O (ωB97M-V with the def2-TZVPD basis set, the Open Molecules 2025 dataset).

Energy above the lowest of the compared OMol25 structures with the same formula, charge and spin in kJ/mol: 86.69
Orbital gap in eV: 9.96
E_LUMO in eV: 1.0548
Structure (SMILES): Oc1cc[nH]n1

Structure (ORCA input):
```
! wB97M-V def2-TZVPD RIJCOSX def2/J DEFGRID3
* xyz 0 1
O 2.2445 0.0249 -0.3146
C 0.0221 1.0592 -0.1947
H 2.5689 -0.8825 -0.4054
H -2.2155 0.9166 -0.1490
C 0.8976 -0.0454 -0.2803
C -1.2266 0.4816 -0.1961
N 0.2622 -1.2008 -0.3290
N -1.0416 -0.8530 -0.2761
H 0.2794 2.1061 -0.1439
H -1.7389 -1.5775 -0.3003
*
```

Here are the Löwdin charges for atoms 1 to 8, given in e: O 0.0619; C -0.0145; H 0.1101; H 0.1131; C -0.4415; C -0.1093; N 0.0788; N -0.0464


# 6
# C3H4N2O

One molecule with the formula C3H4N2O (ωB97M-V with the def2-TZVPD basis set, the Open Molecules 2025 dataset).

Energy above the lowest of the compared OMol25 structures with the same formula, charge and spin in kJ/mol: 57.87
Orbital gap in eV: 9.35
E_LUMO in eV: 0.9741
Structure (SMILES): Oc1c[nH]cn1

Structure (ORCA input):
```
! wB97M-V def2-TZVPD RIJCOSX def2/J DEFGRID3
* xyz 0 1
C 0.5252 -1.1324 -0.5440
H 0.4357 2.0716 -0.0937
C -0.7503 0.2581 0.4257
C 0.2852 1.0048 -0.0470
H -2.3016 -0.1174 1.3669
H 0.9705 -2.0331 -0.9482
O -1.8067 0.6840 1.1471
N 1.1157 0.0856 -0.6897
N -0.6156 -1.0653 0.0954
H 2.1177 0.2014 -0.6676
*
```

Here are the Löwdin charges for atoms 1 to 8, given in e: C -0.2053; H 0.1121; C -0.4306; C -0.0485; H 0.1082; H 0.1178; O 0.0607; N 0.0286


# 7
# C3H4N2O

One molecule with the formula C3H4N2O at a distorted geometry (ωB97M-V with the def2-TZVPD basis set, the Open Molecules 2025 dataset).

Energy above the lowest of the compared OMol25 structures with the same formula, charge and spin in kJ/mol: 365.30
Orbital gap in eV: 9.47
E_LUMO in eV: 0.6146
Structure (SMILES): Oc1ccn[nH]1

Structure (ORCA input):
```
! wB97M-V def2-TZVPD RIJCOSX def2/J DEFGRID3
* xyz 0 1
H -2.0165 1.3873 0.2213
H -0.7639 -1.9196 -0.4157
N -0.2560 -1.0518 -0.3936
H 2.5313 0.4013 -0.4333
C 1.4876 0.1439 -0.2600
N 1.0914 -1.0458 -0.6273
C -0.6619 0.1435 0.0637
H 0.1110 0.5118 1.3108
O -1.9538 0.4166 0.2572
C 0.4309 1.0128 0.2770
*
```

Here are the Löwdin charges for atoms 1 to 8, given in e: H 0.1298; H 0.1589; N 0.0494; H 0.0955; C -0.1821; N 0.0419; C -0.4814; H 0.1682


# 8
# C3H4N2O

One molecule with the formula C3H4N2O at a distorted geometry (ωB97M-V with the def2-TZVPD basis set, the Open Molecules 2025 dataset).

Energy above the lowest of the compared OMol25 structures with the same formula, charge and spin in kJ/mol: 171.65
Orbital gap in eV: 8.43
E_LUMO in eV: 0.3559
Structure (SMILES): Oc1cnc[nH]1

Structure (ORCA input):
```
! wB97M-V def2-TZVPD RIJCOSX def2/J DEFGRID3
* xyz 0 1
C 0.2396 1.3128 -0.0113
H -0.3589 -1.8356 0.3372
H 0.0341 2.4010 0.1733
O -2.0026 0.2520 -0.0310
N 1.4661 0.7481 -0.0937
H 2.3001 -1.0600 0.0251
C -0.6345 0.1933 0.0317
H -2.5251 -0.5961 -0.3466
C 1.3893 -0.4745 -0.0219
N 0.0919 -0.9411 -0.0628
*
```

Here are the Löwdin charges for atoms 1 to 8, given in e: C -0.0747; H 0.2003; H 0.1199; O 0.0107; N 0.0211; H 0.1169; C -0.3879; H 0.1683


# 9
# C3H4N2O

One molecule with the formula C3H4N2O at a distorted geometry (ωB97M-V with the def2-TZVPD basis set, the Open Molecules 2025 dataset).

Energy above the lowest of the compared OMol25 structures with the same formula, charge and spin in kJ/mol: 209.96
Orbital gap in eV: 9.73
E_LUMO in eV: 0.4754
Structure (SMILES): N#CCNC=O

Structure (ORCA input):
```
! wB97M-V def2-TZVPD RIJCOSX def2/J DEFGRID3
* xyz 0 1
H -0.4438 -0.6469 1.7045
N -0.3906 0.9745 0.1454
H 0.9459 1.9806 -1.1733
N 0.7159 -2.4761 -0.1503
O 1.2344 0.0268 -1.0867
C 0.6281 1.0280 -0.7385
H -0.8073 1.8945 0.3499
C 0.3473 -1.3798 -0.0448
H -1.6101 -0.9048 0.3668
C -0.6199 -0.4968 0.6270
*
```

Here are the Löwdin charges for atoms 1 to 8, given in e: H 0.1257; N 0.0601; H 0.1399; N 0.1382; O 0.0174; C -0.3181; H 0.1454; C -0.3532


# 10
# C3H4N2O

One molecule with the formula C3H4N2O at a distorted geometry (ωB97M-V with the def2-TZVPD basis set, the Open Molecules 2025 dataset).

Energy above the lowest of the compared OMol25 structures with the same formula, charge and spin in kJ/mol: 261.85
Orbital gap in eV: 9.70
E_LUMO in eV: 0.7717
Structure (SMILES): Oc1cc[nH]n1

Structure (ORCA input):
```
! wB97M-V def2-TZVPD RIJCOSX def2/J DEFGRID3
* xyz 0 1
H 0.9852 1.4675 -1.4755
C 0.0097 -0.9811 0.4879
C 0.9877 -0.0668 0.0642
H -1.1837 0.8088 -2.0602
C 0.4718 0.6457 -0.9771
H 1.9528 0.0586 0.5035
N -0.7580 0.2396 -1.2877
O 0.1804 -1.8040 1.5803
H -0.2172 -1.3771 2.3560
N -1.1141 -1.0008 -0.2090
*
```

Here are the Löwdin charges for atoms 1 to 8, given in e: H 0.1209; C -0.4735; C -0.0613; H 0.1454; C -0.1941; H 0.0942; N 0.0275; O 0.0408


What is the formula in the fifth record?
C3H4N2O